Record 1
Entry from OMol25: C15H45KO20P5 as an isolated structure (wB97M-V/def2-TZVPD).

Element x y z (Å)
K (-0.625, 0.470, -0.084)
P (2.893, 0.853, 2.393)
P (-1.191, -3.314, -0.428)
P (-0.493, 3.859, -2.267)
P (2.356, -1.070, -2.468)
P (-3.406, 0.923, 3.070)
O (4.182, 1.315, 1.514)
O (2.897, 0.370, -2.957)
O (1.976, -1.905, -3.823)
O (1.196, -0.987, -1.557)
O (-2.584, -4.054, -0.698)
O (-1.281, -2.000, 0.252)
O (-0.433, 3.412, -3.861)
O (-0.446, -3.246, -1.871)
O (3.210, -0.658, 2.806)
O (-2.405, 0.963, 1.943)
O (-3.916, -0.500, 3.572)
O (3.071, 1.647, 3.801)
O (1.655, 1.168, 1.704)
O (-1.936, 4.535, -2.174)
O (0.002, 2.805, -1.283)
O (-4.753, 1.804, 2.887)
O (0.436, 5.243, -2.372)
O (-0.386, -4.412, 0.374)
O (-2.759, 1.616, 4.426)
O (3.666, -1.888, -1.938)
C (4.195, 1.259, 0.048)
C (-3.619, -4.120, 0.266)
C (0.974, -4.317, 0.549)
C (2.076, -1.506, 2.988)
C (-1.474, 1.096, 4.820)
C (-0.410, -4.486, -2.621)
C (4.179, 0.581, -3.592)
C (-2.539, 4.695, -0.962)
C (0.062, 6.221, -3.441)
C (-3.048, -1.511, 3.338)
C (2.029, 1.738, 4.816)
C (-5.610, 2.003, 4.000)
C (3.612, -3.253, -1.612)
C (-1.085, 2.197, -4.209)
C (0.866, -1.557, -4.607)
H (-1.523, 1.649, -3.376)
H (1.183, -1.191, 2.448)
H (-0.432, 1.409, -4.586)
H (-3.563, -2.471, 3.366)
H (1.426, -5.049, -0.120)
H (2.257, -2.503, 2.587)
H (-3.105, 5.627, -0.960)
H (-6.653, 1.924, 3.693)
H (0.538, -0.526, -4.468)
H (-3.369, 4.002, -0.824)
H (-3.460, -3.594, 1.207)
H (1.695, -1.567, 4.007)
H (-1.039, 0.398, 4.104)
H (4.813, 2.067, -0.344)
H (-3.901, -5.114, 0.613)
H (-1.806, 4.823, -0.164)
H (-1.485, 0.483, 5.721)
H (-5.478, 3.070, 4.176)
H (1.055, -1.598, -5.680)
H (-2.259, -1.581, 4.087)
H (-5.376, 1.440, 4.903)
H (4.539, 1.537, -3.210)
H (0.150, 7.210, -2.992)
H (-1.775, 2.407, -5.027)
H (-0.855, 1.973, 5.010)
H (-2.631, -1.418, 2.335)
H (0.125, -2.318, -4.363)
H (4.030, -3.530, -0.645)
H (-4.562, -3.767, -0.152)
H (-0.987, -5.273, -2.136)
H (1.213, -4.529, 1.592)
H (2.608, -3.676, -1.632)
H (1.417, 2.625, 4.651)
H (1.376, -3.344, 0.267)
H (2.671, 1.912, 5.679)
H (3.962, -3.826, -2.470)
H (4.747, 0.378, -0.279)
H (4.115, 0.657, -4.677)
H (0.784, 6.028, -4.235)
H (-0.828, -4.300, -3.611)
H (1.383, 0.872, 4.960)
H (-0.936, 6.150, -3.875)
H (4.951, -0.121, -3.276)
H (0.670, -4.606, -2.699)
H (3.178, 1.273, -0.344)

Calculated values
Charge   +1
Frontier orbital gap   0.4036 Ha

Record 2
Entry from OMol25: a 2-piece molecular cluster, CH6N4O3S overall (wB97M-V/def2-TZVPD).

Element x y z (Å)
S (-1.912, 1.125, 0.589)
O (-2.892, 0.672, -0.387)
O (-1.642, -2.098, -0.367)
O (-0.657, 1.610, 0.080)
N (0.170, -0.852, -0.456)
N (1.974, 0.733, -0.844)
N (1.172, 0.159, 1.351)
N (-0.760, -1.380, 0.429)
C (1.010, 0.080, -0.027)
H (1.838, 0.660, -1.879)
H (0.166, -1.191, -1.333)
H (0.335, -0.124, 1.866)
H (-2.565, -1.790, -0.270)
H (1.877, 0.713, 1.825)
H (1.887, 1.683, -0.580)

Calculated values
Charge   0
Frontier orbital gap (spin up / spin down)   0.2619 / 0.2615 Ha

Record 3
Entry from OMol25: C7H12O3Y as an isolated structure (wB97M-V/def2-TZVPD).

Element x y z (Å)
Y (5.943, 2.363, 0.509)
O (2.912, -0.424, 0.893)
O (3.735, 1.393, -0.160)
O (4.859, 0.457, 1.470)
C (-1.604, -1.753, -0.043)
C (-2.972, 1.267, -0.005)
C (-3.914, 1.817, -0.812)
C (0.872, -1.559, 0.425)
C (3.845, 0.477, 0.710)
C (-0.307, -1.715, -0.460)
C (1.735, -0.361, 0.073)
H (0.577, -1.549, 1.483)
H (-2.428, 1.918, -0.931)
H (1.468, -2.478, 0.256)
H (-0.110, -1.736, -1.538)
H (1.210, 0.581, 0.276)
H (-4.177, 2.875, -0.731)
H (-2.427, 0.047, -0.069)
H (-2.681, 1.764, 0.923)
H (-2.344, -2.211, -0.705)
H (-4.411, 1.223, -1.581)
H (-1.815, -2.012, 0.999)
H (2.034, -0.382, -0.983)

Calculated values
Charge   +3
Frontier orbital gap   0.1380 Ha

Record 4
Entry from OMol25: one molecule with the formula C4H6N2O (wB97M-V/def2-TZVPD).

Element x y z (Å)
O (-0.864, -0.929, -0.133)
N (-2.574, 0.432, -0.584)
N (0.222, 1.531, 0.054)
C (1.177, 1.074, 0.690)
C (0.536, -1.119, -0.276)
C (1.297, -0.431, 0.846)
C (-1.322, 0.286, -0.481)
H (0.874, -0.708, 1.821)
H (-2.878, 1.365, -0.843)
H (2.356, -0.719, 0.860)
H (0.692, -2.198, -0.275)
H (0.869, -0.720, -1.243)
H (-0.386, 2.134, -0.437)

Calculated values
Charge   0
Frontier orbital gap (spin up / spin down)   0.2861 / 0.2861 Ha

Record 5
Entry from OMol25: an isolated ion of composition C11H16N and charge +1 (wB97M-V/def2-TZVPD).

Element x y z (Å)
N (-0.563, 3.368, 1.521)
C (0.608, -0.715, -2.741)
C (0.862, 1.201, 1.385)
C (0.392, -1.325, -1.390)
C (-0.082, -1.047, -3.820)
C (-1.349, 0.365, -0.726)
C (-0.023, -0.286, -0.338)
C (1.066, 0.774, -0.082)
C (0.064, 2.420, 1.478)
C (0.125, 0.097, 2.027)
C (-0.169, -0.941, 1.064)
C (-0.326, 0.120, 3.400)
H (0.981, 1.618, -0.764)
H (-0.451, -0.882, 3.812)
H (0.120, -0.605, -4.779)
H (-0.872, -1.780, -3.788)
H (1.396, 0.022, -2.803)
H (-1.329, 0.573, 3.417)
H (-2.134, -0.384, -0.801)
H (1.320, -1.810, -1.070)
H (1.797, 1.438, 1.910)
H (0.620, -1.706, 1.155)
H (-1.109, -1.467, 1.246)
H (-0.383, -2.091, -1.460)
H (2.060, 0.339, -0.197)
H (0.293, 0.743, 4.046)
H (-1.657, 1.118, -0.003)
H (-1.256, 0.842, -1.698)

Calculated values
Charge   +1
Frontier orbital gap   0.2351 Ha

Record 6
Entry from OMol25: C40H34N9O3S4Sn as an isolated structure (wB97M-V/def2-TZVPD).

Element x y z (Å)
Sn (0.127, -0.445, -0.027)
S (1.278, -3.087, -3.099)
S (0.357, 0.156, -2.570)
S (1.828, -3.583, -1.252)
S (1.701, -1.085, -3.491)
O (-1.806, -3.733, 1.209)
O (-5.563, -4.338, -0.477)
O (-4.935, 1.906, 0.899)
N (-4.255, -2.219, 0.107)
N (-1.644, 1.618, 4.804)
N (-0.592, 0.414, 2.558)
N (3.120, 0.257, -0.396)
N (-3.363, -0.145, 0.736)
N (2.054, 8.764, 1.576)
N (1.303, 1.712, 1.009)
N (-2.101, -1.657, -0.510)
N (4.879, 1.430, -2.191)
C (-2.798, 1.085, 0.301)
C (-7.549, -3.292, 2.441)
C (-1.850, -4.044, -0.128)
C (-5.320, -2.494, 0.943)
C (1.591, 4.504, 1.224)
C (3.134, 1.581, -0.573)
C (1.751, 5.964, 1.341)
C (0.971, 8.136, 2.025)
C (-2.109, -3.223, -2.379)
C (-1.739, -5.334, -0.610)
C (-0.920, 2.294, 3.926)
C (-5.708, -1.782, 2.071)
C (-3.175, -1.343, 0.124)
C (2.415, 3.742, 0.404)
C (-6.052, -3.658, 0.600)
C (0.640, 3.807, 1.956)
C (-1.838, -5.571, -1.975)
C (-5.909, 2.915, 0.791)
C (3.981, 2.148, -1.516)
C (2.987, 8.002, 1.014)
C (4.876, 0.128, -1.976)
C (-3.680, 2.177, 0.378)
C (-2.038, -4.525, -2.856)
C (-2.031, 3.561, -0.646)
C (0.546, 2.425, 1.870)
C (-6.824, -2.177, 2.805)
C (-1.504, 1.221, -0.181)
C (-0.363, 1.702, 2.785)
C (2.892, 6.628, 0.885)
C (2.233, 2.369, 0.294)
C (-6.073, -5.619, -0.761)
C (-3.295, 3.420, -0.084)
C (3.962, -0.471, -1.108)
C (-1.163, 2.487, -0.676)
C (-1.859, 0.330, 4.546)
C (0.771, 6.771, 1.927)
C (-2.012, -2.969, -1.020)
C (-2.573, -4.524, 2.093)
C (-1.347, -0.263, 3.404)
C (-7.150, -4.045, 1.338)
H (-1.737, 4.521, -1.057)
H (-1.966, -4.753, 2.970)
H (-3.460, -3.962, 2.408)
H (-6.092, 3.183, -0.254)
H (-4.115, -2.959, -0.571)
H (-0.035, 4.343, 2.604)
H (-7.120, -5.576, -1.075)
H (-1.757, -6.585, -2.346)
H (-8.416, -3.600, 3.008)
H (-5.464, -6.001, -1.576)
H (3.918, -1.544, -0.954)
H (0.223, 8.769, 2.489)
H (-5.983, -6.285, 0.103)
H (3.864, 8.524, 0.646)
H (3.717, 6.088, 0.444)
H (-2.256, -2.389, -3.052)
H (-5.620, 3.816, 1.340)
H (-3.964, 4.267, -0.036)
H (-0.182, 2.625, -1.122)
H (5.607, -0.460, -2.517)
H (-0.769, 3.340, 4.161)
H (-2.447, -0.214, 5.274)
H (-4.297, 0.002, 1.086)
H (3.206, 4.215, -0.155)
H (-5.140, -0.930, 2.417)
H (-2.909, -5.458, 1.640)
H (-6.820, 2.506, 1.225)
H (-0.152, 6.346, 2.294)
H (-7.113, -1.608, 3.679)
H (-1.547, -6.157, 0.066)
H (-2.120, -4.714, -3.918)
H (-1.531, -1.302, 3.153)
H (-7.698, -4.936, 1.068)
H (3.954, 3.204, -1.759)

Calculated values
Charge   -1
Frontier orbital gap   0.1348 Ha

Record 7
Entry from OMol25: a 2-piece molecular cluster, C3H12N3 overall (wB97M-V/def2-TZVPD).

Element x y z (Å)
N (0.206, -1.172, 0.855)
N (2.438, -0.916, 0.264)
N (-1.163, 0.545, -0.761)
C (1.451, -1.397, 1.058)
C (-2.366, 0.983, -0.002)
C (-0.350, 1.687, -1.261)
H (-0.581, -0.077, -0.116)
H (-1.462, -0.040, -1.542)
H (-0.973, 2.297, -1.911)
H (2.221, -0.107, -0.298)
H (-2.937, 1.692, -0.596)
H (1.804, -2.050, 1.852)
H (3.373, -0.907, 0.661)
H (-0.349, -1.692, 1.531)
H (0.500, 1.320, -1.825)
H (-2.986, 0.115, 0.199)
H (-0.035, 2.278, -0.406)
H (-2.042, 1.442, 0.926)

Calculated values
Charge   +1
Frontier orbital gap   0.4046 Ha

no.,calculated total energy (Ha)
1,-4410.3096
2,-884.5084
3,-536.7223
4,-340.5945
5,-483.1628
6,-4070.3322
7,-285.5446